Computed, not measured: a structure of composition C30H45N3O2PdSe, with the ωB97M-V functional and the def2-TZVPD basis.

## Properties
- E_LUMO: 0.170 eV
- ΔE to the lowest compared entry with this formula, charge and spin: 0.00 kcal/mol
- HOMO level: -6.8 eV
- Orbital gap: 7.02 eV
- F_max: 0.2 eV Å⁻¹
- Charge: 0

Geometry as XYZ:
```
82
Properties=species:S:1:pos:R:3:forces:R:3
Pd 1.736 -0.353 -0.551 0.16 0.17 0.07
N 0.634 -2.077 -4.110 0.00 0.03 -0.04
C 1.236 -1.559 -3.031 0.03 -0.01 -0.05
O 0.587 -0.836 -2.256 -0.02 -0.10 0.03
C 2.673 -1.870 -2.739 -0.01 0.04 0.05
C 3.225 -0.774 -1.816 -0.12 -0.13 -0.18
H -0.340 -1.873 -4.273 0.01 0.00 0.00
H 1.144 -2.628 -4.774 -0.01 -0.01 0.00
H 3.232 -2.016 -3.670 0.02 0.02 0.00
H 2.670 -2.834 -2.218 0.01 0.01 0.01
H 3.426 0.139 -2.382 0.02 0.02 0.01
H 4.131 -1.079 -1.299 -0.01 -0.03 0.04
C 2.157 3.041 0.524 0.02 0.02 -0.02
C 3.044 2.738 1.732 0.01 0.00 0.03
C 4.515 2.638 1.321 0.00 0.00 -0.01
C 2.600 1.538 2.553 0.00 0.02 -0.02
C 2.118 1.756 3.838 -0.01 0.04 -0.03
C 1.780 0.706 4.678 0.00 -0.01 0.01
C 1.979 -0.590 4.234 0.01 0.00 -0.02
C 2.461 -0.864 2.957 -0.02 0.00 0.03
C 2.716 -2.320 2.600 -0.01 -0.01 0.01
C 4.089 -2.575 1.976 0.02 0.01 -0.01
C 1.607 -2.951 1.755 -0.01 0.00 0.01
C 2.722 0.212 2.078 0.06 -0.05 -0.03
O 3.147 -0.013 0.827 -0.11 0.04 0.07
H 2.485 3.969 0.045 0.00 -0.01 0.01
H 1.117 3.161 0.831 -0.04 0.00 0.00
H 2.207 2.239 -0.213 0.01 -0.01 -0.01
H 2.952 3.599 2.404 0.02 0.00 0.01
H 4.659 1.801 0.638 0.00 0.00 0.01
H 5.149 2.480 2.195 0.01 0.00 0.00
H 4.836 3.558 0.826 -0.01 0.00 0.01
H 2.017 2.778 4.189 0.00 -0.01 0.00
H 1.402 0.897 5.674 0.00 0.00 -0.01
H 1.770 -1.422 4.899 0.00 0.00 0.00
H 2.705 -2.848 3.559 0.00 -0.01 0.00
H 4.159 -2.122 0.989 -0.01 -0.01 0.01
H 4.265 -3.651 1.893 0.00 0.01 0.00
H 4.881 -2.148 2.595 0.00 0.00 0.00
H 1.560 -2.497 0.762 0.01 0.00 -0.02
H 0.632 -2.816 2.229 0.00 0.00 0.00
H 1.791 -4.023 1.633 -0.01 0.01 0.00
C -4.291 -0.370 1.329 0.01 -0.01 0.00
C -3.724 -1.706 1.808 0.00 0.01 0.01
C -3.351 -2.688 0.695 -0.01 0.00 -0.01
C -2.036 -2.405 -0.020 0.01 0.01 -0.02
N -2.049 -1.185 -0.819 -0.03 -0.03 0.01
C -1.411 -0.032 -0.514 -0.03 0.00 -0.04
Se -0.340 0.249 0.975 -0.03 -0.02 0.03
N -1.626 0.837 -1.528 -0.03 0.01 -0.03
C -1.037 2.166 -1.652 0.00 -0.02 -0.01
C -2.084 3.275 -1.640 0.02 0.03 0.02
C -2.909 3.344 -0.356 0.00 -0.01 -0.01
C -2.095 3.751 0.867 0.00 0.02 -0.01
C -2.345 0.206 -2.532 0.05 0.01 0.01
C -2.716 0.615 -3.804 0.01 0.01 0.01
C -3.392 -0.305 -4.593 0.01 0.00 0.00
C -3.684 -1.590 -4.127 0.00 0.00 0.00
C -3.302 -2.001 -2.858 0.00 -0.01 0.01
C -2.623 -1.080 -2.075 0.01 -0.01 0.06
H -4.762 0.164 2.154 0.01 0.00 0.00
H -5.048 -0.519 0.554 0.00 0.00 0.01
H -3.517 0.284 0.928 0.00 -0.01 -0.01
H -4.468 -2.193 2.442 -0.01 0.00 -0.01
H -2.848 -1.529 2.438 -0.01 0.00 0.00
H -4.166 -2.743 -0.036 0.00 0.01 0.00
H -3.254 -3.690 1.121 0.01 0.00 0.00
H -1.786 -3.225 -0.697 0.01 0.00 0.00
H -1.220 -2.298 0.694 0.00 0.00 0.00
H -0.458 2.178 -2.579 -0.01 0.02 0.00
H -0.335 2.272 -0.828 0.02 -0.02 0.03
H -2.749 3.168 -2.500 -0.01 -0.03 0.00
H -1.548 4.218 -1.780 -0.01 0.00 -0.01
H -3.389 2.376 -0.179 0.00 0.00 0.00
H -3.722 4.058 -0.509 0.01 0.01 -0.01
H -1.350 2.998 1.126 0.00 0.00 0.00
H -2.739 3.885 1.737 0.00 -0.01 0.00
H -1.575 4.696 0.689 -0.01 0.01 0.00
H -2.481 1.603 -4.174 0.00 0.01 0.00
H -3.700 -0.021 -5.590 0.00 0.00 0.00
H -4.219 -2.277 -4.769 0.00 0.00 0.00
H -3.522 -2.997 -2.499 0.00 0.00 0.00
```
Forces are in eV/Å.

Computed, not measured: a structure of composition C16H12N5O12PdSbSe4, with the ωB97M-V functional and the def2-TZVPD basis.

## Properties
- E_LUMO: 3.166 eV
- ΔE to the lowest compared entry with this formula, charge and spin: 31.27 kcal/mol
- HOMO level: -3.1 eV
- Orbital gap: 6.25 eV
- F_max: 0.4 eV Å⁻¹
- Charge: -2

Geometry as XYZ:
```
51
Properties=species:S:1:pos:R:3:forces:R:3
Pd 0.917 0.102 0.341 0.12 0.01 0.25
N -2.797 -0.600 -0.940 -0.07 -0.09 -0.04
C -1.691 -0.023 -0.460 0.24 0.06 0.07
O -1.073 -0.519 0.507 -0.22 -0.04 0.03
C -1.186 1.240 -1.100 -0.13 -0.07 0.07
C 0.046 1.722 -0.342 0.00 0.05 -0.10
H -2.925 -1.564 -0.668 -0.02 -0.01 0.00
H -3.053 -0.379 -1.901 0.02 0.04 0.00
H -2.007 1.966 -1.139 0.05 0.05 -0.03
H -0.937 0.994 -2.133 -0.02 -0.01 -0.05
H -0.219 2.312 0.539 0.03 0.00 0.03
H 0.721 2.281 -0.987 -0.03 0.06 0.03
O 0.810 -6.202 5.217 0.00 0.02 0.01
N 0.305 -5.202 5.713 -0.01 -0.04 0.01
O -0.346 -5.227 6.752 0.01 0.00 -0.01
C 0.485 -3.945 5.052 0.02 0.03 -0.05
C 1.217 -3.880 3.868 -0.05 0.00 0.07
C 1.365 -2.682 3.230 0.04 0.08 -0.02
C 0.858 -1.401 3.730 -0.03 -0.16 -0.04
O 1.125 -0.317 3.237 0.03 0.14 0.00
C 0.078 -1.595 4.956 0.00 0.04 -0.01
C -0.074 -2.788 5.596 0.01 -0.03 0.00
N -0.563 -0.439 5.572 -0.03 -0.01 0.03
O -0.612 -0.402 6.798 0.01 0.00 -0.02
O -1.041 0.405 4.849 0.01 0.02 0.00
N 2.148 -2.701 2.003 -0.12 -0.05 0.02
O 1.854 -1.948 1.089 0.12 0.05 -0.08
O 3.049 -3.516 1.918 0.03 -0.02 -0.01
H 1.660 -4.773 3.453 0.00 0.00 0.00
H -0.632 -2.837 6.519 0.00 0.00 0.00
O 2.261 0.600 -2.355 -0.05 -0.01 -0.05
C 3.025 0.835 -1.422 0.14 0.05 0.05
O 2.789 0.770 -0.169 -0.07 -0.01 0.02
C 4.443 1.268 -1.763 -0.03 -0.01 0.02
C 4.857 1.232 -3.089 0.00 0.00 -0.01
C 6.143 1.619 -3.442 -0.02 -0.01 -0.01
C 7.029 2.056 -2.473 0.00 0.00 0.01
C 6.595 2.087 -1.157 -0.01 0.00 -0.01
C 5.323 1.697 -0.778 0.02 0.00 0.00
N 7.535 2.559 -0.127 0.01 0.00 0.00
O 8.659 2.880 -0.482 -0.01 0.00 0.01
O 7.149 2.611 1.023 0.00 0.00 0.01
H 4.142 0.890 -3.826 0.01 0.00 0.00
H 6.456 1.581 -4.478 0.00 0.00 0.00
H 8.034 2.367 -2.713 0.00 0.00 0.00
H 5.007 1.718 0.254 0.01 0.00 0.00
Se -2.725 -0.063 -4.476 -0.02 -0.01 0.02
Sb -0.851 -1.577 -4.528 0.03 0.05 0.04
Se 0.329 -2.038 -6.548 0.01 -0.02 -0.03
Se -1.077 -3.503 -2.898 0.00 0.06 0.07
Se 0.454 -1.661 -2.357 0.00 -0.22 -0.28
```
Forces are in eV/Å.

Computed, not measured: an isolated molecule of C3H5N3, with the ωB97M-V functional and the def2-TZVPD basis.

## Properties
- E_LUMO: 0.394 eV
- ΔE to the lowest compared entry with this formula, charge and spin: 128.42 kcal/mol
- HOMO level: -9.1 eV
- Orbital gap: 9.48 eV
- Structure (SMILES): [H]/N=C(/C#C)NN
- F_max: 9.5 eV Å⁻¹
- Charge: 0

Geometry as XYZ:
```
11
Properties=species:S:1:pos:R:3:forces:R:3
H 2.736 -0.620 0.116 -2.24 -1.08 -1.02
N 1.848 -1.236 -0.077 1.19 0.81 1.87
C 0.744 -0.600 0.086 3.27 3.55 -1.54
C -0.507 -1.129 0.180 -8.45 -3.73 -2.02
C -1.689 -1.482 -0.135 3.32 -0.02 2.33
N 0.639 0.822 -0.114 1.63 1.10 -0.22
N -0.598 1.575 -0.009 1.11 0.66 2.45
H -2.688 -2.043 -0.078 2.13 1.37 -0.33
H 1.719 1.278 -0.278 -4.49 -1.02 0.52
H -0.819 1.870 1.044 0.33 -1.09 -3.60
H -1.385 1.564 -0.735 2.21 -0.56 1.55
```
Forces are in eV/Å.